[1]
Computed, not measured: one molecule with the formula C5H8O, with ωB97M-V/def2-TZVPD.

Properties
**SMILES string**: CC(O)=C1CC1
**Frontier orbital gap**: 9.3 eV
**Total energy**: -7360.3877 eV
**Relative energy (zero: lowest compared OMol25 entry of this formula, charge and spin)**: 43.1 kcal/mol
**Charge**: 0

Last columns: bonded neighbours and bond lengths (Å).
Positions of all 14 atoms, in Å:
1 C 0.63253 1.95762 -0.07367  C2 1.499, H7 1.096, H8 1.092, H9 1.093
2 C -0.12694 0.80129 0.50388  C1 1.499, O3 1.368, C4 1.323
3 O -0.68346 1.10490 1.71611  C2 1.368, H10 0.967
4 C -0.21582 -0.39602 -0.05146  C2 1.323, C5 1.461, C6 1.469
5 C 0.19793 -1.29938 -1.12303  C4 1.461, C6 1.532, H11 1.089, H12 1.089
6 C -0.53376 -1.81999 0.11778  C4 1.469, C5 1.532, H13 1.089, H14 1.090
7 H 1.68133 1.90907 0.24008  C1 1.096
8 H 0.60442 1.93880 -1.16533  C1 1.092
9 H 0.21771 2.90230 0.28615  C1 1.093
10 H -1.16176 0.32211 2.02293  O3 0.967
11 H 1.25200 -1.54586 -1.24098  C5 1.089
12 H -0.36366 -1.29976 -2.05654  C5 1.089
13 H -1.55134 -2.18422 -0.01481  C6 1.089
14 H 0.05082 -2.39087 0.83889  C6 1.090

natural (NBO) atomic charge list, values in e, 5 entries:
1. C -0.659
2. C 0.349
3. O -0.678
4. C -0.172
5. C -0.413

[2]
Computed, not measured: a 2-piece molecular cluster, CH8N2O overall, with ωB97M-V/def2-TZVPD.

Properties
**SMILES string**: NCN.O
**Frontier orbital gap**: 10.3 eV
**Total energy**: -6194.2756 eV
**Relative energy (zero: lowest compared OMol25 entry of this formula, charge and spin)**: 3.5 kcal/mol
**Charge**: 0

Last columns: bonded neighbours and bond lengths (Å).
Positions of all 12 atoms, in Å:
1 N -1.46646 -0.40944 -1.26774  C2 1.448, H4 1.017, H5 1.011
2 C -0.80875 -0.80788 -0.04137  N1 1.448, N3 1.474, H6 1.083, H7 1.089
3 N -0.44540 0.28259 0.88218  C2 1.474, H8 1.013, H9 1.010
4 H -2.37483 -0.00268 -1.05656  N1 1.017
5 H -0.92296 0.25314 -1.80425  N1 1.011
6 H -1.51373 -1.45003 0.47165  C2 1.083
7 H 0.09017 -1.37286 -0.28534  C2 1.089
8 H -0.50449 1.20190 0.46168  N3 1.013
9 H -0.94434 0.25521 1.75989  N3 1.010
10 O 2.50934 0.75669 0.39184  H11 0.967, H12 0.972
11 H 2.42184 0.21274 -0.40266  O10 0.967
12 H 1.83360 0.36890 0.97281  O10 0.972

natural (NBO) atomic charge list, values in e, 5 entries:
1. N -0.834
2. C -0.052
3. N -0.895
4. H 0.355
5. H 0.354

| no. | HOMO level (eV) |
| --- | --- |
| 1 | -8.42 |
| 2 | -9.33 |